Molecular formula: C2H6N2
Method: DFT, ωB97M-V with the def2-TZVPD basis set

Values from the calculation:
**LUMO**: 1.326 eV
**HOMO**: -7.3 eV
**HOMO-LUMO gap**: 8.7 eV
**Largest force on an atom**: 0.0783 hartree/bohr
**Structure (SMILES)**: N/C=C/N
**Energy above the lowest of the compared OMol25 structures with the same formula, charge and spin**: 45.8 kcal/mol

CARTESIAN COORDINATES (ANGSTROEM)
N: 1.81 0.74 -0.14
N: -1.72 -0.63 -0.12
C: 0.57 -0.05 -0.26
C: -0.70 0.32 0.15
H: -2.35 -0.88 0.59
H: 1.79 1.66 0.26
H: -1.55 -1.49 -0.68
H: 2.41 0.21 0.36
H: -1.05 1.26 0.58
H: 0.78 -1.14 -0.75

Atomic partial charges in e from the natural (NBO) method, atoms 1 to 8: atom 1 (N): -0.836, atom 2 (N): -0.846, atom 3 (C): -0.078, atom 4 (C): -0.091, atom 5 (H): 0.365, atom 6 (H): 0.366, atom 7 (H): 0.373, atom 8 (H): 0.354



Molecular formula: C2H6N2
Method: DFT, ωB97M-V with the def2-TZVPD basis set

Values from the calculation:
**LUMO**: 1.197 eV
**HOMO**: -8.3 eV
**HOMO-LUMO gap**: 9.5 eV
**Largest force on an atom**: 0.2032 hartree/bohr
**Structure (SMILES)**: C=NNC
**Energy above the lowest of the compared OMol25 structures with the same formula, charge and spin**: 99.4 kcal/mol

CARTESIAN COORDINATES (ANGSTROEM)
N: 0.57 0.29 0.01
N: -0.57 -0.34 -0.11
C: -1.10 -1.01 -1.11
C: 0.93 1.02 1.11
H: 0.81 0.35 2.05
H: 1.31 -0.37 -0.72
H: 1.69 1.85 0.99
H: -0.62 -1.63 -1.88
H: -0.03 1.53 1.31
H: -2.06 -1.40 -1.04

Atomic partial charges in e from the natural (NBO) method, atoms 1 to 8: atom 1 (N): -0.388, atom 2 (N): -0.212, atom 3 (C): -0.230, atom 4 (C): -0.442, atom 5 (H): 0.189, atom 6 (H): 0.305, atom 7 (H): 0.237, atom 8 (H): 0.141



Molecular formula: C2H6N2O
Method: DFT, ωB97M-V with the def2-TZVPD basis set

Values from the calculation:
**LUMO (spin up / spin down)**: 4.639 / 4.578 eV
**HOMO (spin up / spin down)**: 1.8 / -4.2 eV
**2S+1**: 2
**HOMO-LUMO gap (spin up / spin down)**: 2.8 / 8.7 eV
**Largest force on an atom**: 0.0963 hartree/bohr
**Energy above the lowest of the compared OMol25 structures with the same formula, charge and spin**: 16.1 kcal/mol
**Total charge**: -1

CARTESIAN COORDINATES (ANGSTROEM)
O: -0.52 0.15 1.71
N: 0.79 1.54 0.60
N: -0.38 -1.84 -0.56
C: -0.09 0.48 0.61
C: -0.24 -0.30 -0.71
H: 0.48 -2.21 -0.23
H: 0.72 2.22 1.32
H: -1.03 -2.03 0.12
H: -1.17 0.08 -1.26
H: 0.91 1.97 -0.27
H: 0.52 -0.06 -1.33

Atomic partial charges in e from the natural (NBO) method, atoms 1 to 8: atom 1 (O): -0.808, atom 2 (N): -0.945, atom 3 (N): -0.960, atom 4 (C): 0.439, atom 5 (C): -0.340, atom 6 (H): 0.325, atom 7 (H): 0.359, atom 8 (H): 0.342



Molecular formula: C2H6N2O
Method: DFT, ωB97M-V with the def2-TZVPD basis set

Values from the calculation:
**LUMO**: 0.849 eV
**HOMO**: -9.1 eV
**HOMO-LUMO gap**: 10.0 eV
**Largest force on an atom**: 0.0950 hartree/bohr
**Structure (SMILES)**: C/N=C\NO
**Energy above the lowest of the compared OMol25 structures with the same formula, charge and spin**: 91.8 kcal/mol

CARTESIAN COORDINATES (ANGSTROEM)
O: -2.42 0.48 -0.24
N: -1.01 0.68 0.17
N: 0.69 -0.98 0.48
C: -0.50 -0.48 0.74
C: 1.69 -0.30 -0.38
H: -2.85 1.06 0.50
H: -1.12 -1.12 1.30
H: 2.67 -0.84 -0.37
H: 1.28 -0.29 -1.48
H: -0.32 1.09 -0.65
H: 1.88 0.71 -0.07

Atomic partial charges in e from the natural (NBO) method, atoms 1 to 8: atom 1 (O): -0.559, atom 2 (N): -0.381, atom 3 (N): -0.463, atom 4 (C): 0.233, atom 5 (C): -0.467, atom 6 (H): 0.477, atom 7 (H): 0.190, atom 8 (H): 0.218



Molecular formula: C2H6N2O
Method: DFT, ωB97M-V with the def2-TZVPD basis set

Values from the calculation:
**LUMO (spin up / spin down)**: -1.582 / -1.533 eV
**HOMO (spin up / spin down)**: -9.4 / -9.4 eV
**HOMO-LUMO gap (spin up / spin down)**: 7.8 / 7.9 eV
**Largest force on an atom**: 0.0105 hartree/bohr
**Energy above the lowest of the compared OMol25 structures with the same formula, charge and spin**: 124.3 kcal/mol

CARTESIAN COORDINATES (ANGSTROEM)
O: -0.18 -1.37 -1.51
N: 1.58 -0.13 -1.38
N: -0.07 0.10 0.16
C: -0.70 -0.78 -0.53
C: -0.58 0.93 1.22
H: -1.72 -1.07 -0.25
H: 0.01 0.81 2.13
H: -1.62 0.70 1.45
H: 1.79 -1.05 -1.77
H: 2.02 -0.12 -0.45
H: -0.53 1.98 0.92

Atomic partial charges in e from the natural (NBO) method, atoms 1 to 8: atom 1 (O): -0.548, atom 2 (N): -0.477, atom 3 (N): -0.447, atom 4 (C): 0.444, atom 5 (C): -0.430, atom 6 (H): 0.172, atom 7 (H): 0.197, atom 8 (H): 0.196



Molecular formula: C2H6N2O
Method: DFT, ωB97M-V with the def2-TZVPD basis set

Values from the calculation:
**LUMO**: 0.824 eV
**HOMO**: -7.7 eV
**HOMO-LUMO gap**: 8.5 eV
**Largest force on an atom**: 0.0820 hartree/bohr
**Structure (SMILES)**: CN(N)C=O
**Energy above the lowest of the compared OMol25 structures with the same formula, charge and spin**: 68.1 kcal/mol

CARTESIAN COORDINATES (ANGSTROEM)
O: 1.18 1.36 -1.52
N: -0.05 0.03 -0.17
N: 0.42 -1.06 -0.79
C: 0.20 1.22 -0.80
C: -0.46 -0.14 1.20
H: 0.34 -0.13 1.88
H: -0.51 1.99 -0.34
H: -0.97 -1.12 1.27
H: 0.16 -2.02 -0.44
H: -0.92 0.75 1.49
H: 0.61 -0.87 -1.78

Atomic partial charges in e from the natural (NBO) method, atoms 1 to 8: atom 1 (O): -0.611, atom 2 (N): -0.267, atom 3 (N): -0.703, atom 4 (C): 0.485, atom 5 (C): -0.403, atom 6 (H): 0.194, atom 7 (H): 0.107, atom 8 (H): 0.195



Molecular formula: C2H6N2O
Method: DFT, ωB97M-V with the def2-TZVPD basis set

Values from the calculation:
**LUMO**: 0.831 eV
**HOMO**: -9.4 eV
**HOMO-LUMO gap**: 10.2 eV
**Largest force on an atom**: 0.1093 hartree/bohr
**Structure (SMILES)**: NCC(N)=O
**Energy above the lowest of the compared OMol25 structures with the same formula, charge and spin**: 27.5 kcal/mol

CARTESIAN COORDINATES (ANGSTROEM)
O: 0.21 1.32 -0.02
N: -1.90 -0.08 0.09
N: 1.90 -0.38 0.02
C: -0.68 -0.81 -0.02
C: 0.52 0.15 -0.14
H: -2.20 0.30 -0.82
H: -0.60 -1.47 0.85
H: 2.63 0.23 0.41
H: -1.91 0.57 0.77
H: -0.61 -1.60 -0.83
H: 2.02 -1.41 -0.02

Atomic partial charges in e from the natural (NBO) method, atoms 1 to 8: atom 1 (O): -0.597, atom 2 (N): -0.810, atom 3 (N): -0.885, atom 4 (C): -0.328, atom 5 (C): 0.660, atom 6 (H): 0.365, atom 7 (H): 0.214, atom 8 (H): 0.411



Molecular formula: C2H6N2O
Method: DFT, ωB97M-V with the def2-TZVPD basis set

Values from the calculation:
**LUMO**: 0.747 eV
**HOMO**: -8.8 eV
**HOMO-LUMO gap**: 9.6 eV
**Largest force on an atom**: 0.0675 hartree/bohr
**Structure (SMILES)**: NCC(N)=O
**Energy above the lowest of the compared OMol25 structures with the same formula, charge and spin**: 22.4 kcal/mol

CARTESIAN COORDINATES (ANGSTROEM)
O: -0.05 1.24 1.57
N: 0.14 1.43 -0.69
N: -0.60 -1.44 -0.25
C: 0.17 0.73 0.49
C: 0.37 -0.78 0.51
H: 0.02 2.47 -0.66
H: 0.24 -0.99 1.55
H: -0.50 -1.29 -1.30
H: -1.59 -1.32 0.18
H: 1.35 -1.14 0.20
H: 0.46 1.11 -1.63

Atomic partial charges in e from the natural (NBO) method, atoms 1 to 8: atom 1 (O): -0.612, atom 2 (N): -0.852, atom 3 (N): -0.844, atom 4 (C): 0.650, atom 5 (C): -0.310, atom 6 (H): 0.406, atom 7 (H): 0.222, atom 8 (H): 0.366



Molecular formula: C2H6N2O
Method: DFT, ωB97M-V with the def2-TZVPD basis set

Values from the calculation:
**LUMO**: 0.657 eV
**HOMO**: -9.0 eV
**HOMO-LUMO gap**: 9.7 eV
**Largest force on an atom**: 0.1143 hartree/bohr
**Structure (SMILES)**: [H]/N=C/N(C)O
**Energy above the lowest of the compared OMol25 structures with the same formula, charge and spin**: 94.4 kcal/mol

CARTESIAN COORDINATES (ANGSTROEM)
O: 0.37 1.40 -1.06
N: 0.31 0.06 -0.57
N: -1.50 -0.98 0.44
C: 1.03 -0.15 0.76
C: -1.04 -0.24 -0.48
H: -1.56 0.31 -1.17
H: -2.57 -0.94 0.44
H: 0.79 0.69 1.46
H: 2.16 -0.25 0.75
H: 1.40 1.34 -1.56
H: 0.60 -1.22 0.99

Atomic partial charges in e from the natural (NBO) method, atoms 1 to 8: atom 1 (O): -0.567, atom 2 (N): -0.178, atom 3 (N): -0.701, atom 4 (C): -0.471, atom 5 (C): 0.257, atom 6 (H): 0.168, atom 7 (H): 0.354, atom 8 (H): 0.204



Molecular formula: C2H6N2O
Method: DFT, ωB97M-V with the def2-TZVPD basis set

Values from the calculation:
**LUMO**: 0.987 eV
**HOMO**: -9.6 eV
**HOMO-LUMO gap**: 10.5 eV
**Largest force on an atom**: 0.1014 hartree/bohr
**Structure (SMILES)**: NC=O.C=N
**Energy above the lowest of the compared OMol25 structures with the same formula, charge and spin**: 63.4 kcal/mol

CARTESIAN COORDINATES (ANGSTROEM)
O: 0.07 -2.02 -0.50
N: 1.29 1.38 0.51
N: -1.70 -0.52 -0.29
C: -1.08 -1.69 -0.09
C: 1.46 2.63 0.43
H: 2.05 0.75 0.45
H: 0.82 3.26 -0.17
H: -1.54 -2.38 0.59
H: -2.64 -0.59 -0.63
H: -1.13 0.27 -0.54
H: 2.49 3.23 0.72

Atomic partial charges in e from the natural (NBO) method, atoms 1 to 8: atom 1 (O): -0.600, atom 2 (N): -0.646, atom 3 (N): -0.839, atom 4 (C): 0.511, atom 5 (C): -0.005, atom 6 (H): 0.371, atom 7 (H): 0.163, atom 8 (H): 0.116